No. 1
DFT (ωB97M-V/def2-TZVPD) results for the molecule C6H6N2S.

Each line ends with the Löwdin charge.
CARTESIAN COORDINATES (ANGSTROEM)
H -3.5163 0.8431 0.8642  0.0317
H -4.1245 -0.4667 -0.1457  0.1454
C 1.1409 0.7591 0.7074  -0.0069
C 1.1501 -0.5805 0.1813  -0.3966
N 2.4369 -0.9137 -0.4163  0.1080
H 0.5881 -2.4112 -0.5468  0.0885
C -1.8793 0.0625 -0.2530  -0.4351
N 2.3393 1.1697 0.3795  0.0221
H 2.7815 2.0348 0.6143  0.1286
C -3.2927 0.4659 -0.0646  -0.2430
S -1.4682 -1.3693 0.4400  0.9241
C 0.2426 -1.5151 -0.0219  -0.3133
H -3.4454 1.3107 -0.6531  0.0264
H 4.0006 0.4267 -0.8266  0.1435
C 3.0462 0.1839 -0.2587  -0.2234

Forces on the atoms, in the same order (eV/Å):
H -0.020 0.662 2.848
H 2.061 2.558 -0.275
C -1.871 0.961 1.483
C 1.399 -1.043 -0.880
N -0.365 0.479 0.403
H -0.381 0.103 0.402
C 0.072 0.101 0.037
N 0.256 0.287 0.156
H -0.253 0.512 0.186
C -1.268 -3.957 -0.999
S 0.328 -0.300 -0.234
C -1.159 -0.499 0.163
H -0.961 0.940 -1.708
H -1.000 -0.382 1.273
C 3.161 -0.425 -2.855

Computed properties:
E_HOMO	-8.07	eV
LUMO level	-0.69	eV
relative energy (zero: lowest compared OMol25 entry of this formula, charge and spin)	503.9	kJ/mol


No. 2
DFT (ωB97M-V/def2-TZVPD) results for a structure of composition C40H36ClN5O2PS2Ti.

Each line ends with the Löwdin charge.
CARTESIAN COORDINATES (ANGSTROEM)
Ti -0.7567 0.3297 1.1974  0.8332
C 1.3913 -0.7305 5.0280  -0.0521
C 0.1801 -0.1594 5.0609  -0.0406
C -4.1958 -2.1796 -1.8829  -0.0946
H -0.3500 -3.7106 -2.7070  0.1094
C 0.0936 -2.6721 -4.5264  -0.0891
H 3.9809 0.5672 3.3080  0.0555
H -5.6422 -3.7554 -1.6234  0.0907
H -2.6497 4.3376 5.4157  0.1103
C 0.0146 -1.6268 -2.3491  -0.3488
C -2.0086 2.9061 -2.1185  -0.0273
C -2.6400 3.7482 3.3472  -0.0292
P -0.2641 -1.6556 -0.5082  0.9805
H 6.1079 -0.9923 -2.1085  0.1028
C 1.5639 1.1826 3.8575  -0.7510
H 1.8594 -3.4413 -1.5251  0.0826
H -4.0786 -5.1720 -0.3267  0.0928
H 5.8626 -3.2723 -3.0076  0.0917
N -1.1662 1.9609 2.7573  0.0683
C -0.0857 3.0015 -0.1855  -0.1542
C -2.4679 -3.7560 -0.4148  -0.1040
H -0.8636 2.6841 6.0135  0.1239
C -0.1001 -2.7546 -3.1544  -0.1047
H 0.6421 0.6568 -4.7821  0.1024
H -0.7613 -0.5043 5.4459  0.1187
H 0.9760 -3.6544 0.4381  0.0888
H -2.3734 2.9008 1.3879  0.1078
C -0.7497 1.9314 4.0239  -0.2938
C -2.2329 3.6755 4.6687  -0.0413
C 0.2737 -2.8953 0.7723  -0.2097
N 2.2325 0.0925 4.2950  -0.0996
C 4.1146 -0.9023 -1.2924  -0.1683
C 4.2729 0.4022 -0.7610  -0.0468
H 3.3763 1.9398 0.4131  0.0722
H -0.6036 -3.3867 1.1961  0.0726
H 1.7213 -1.6823 5.3988  0.1281
S 2.1348 2.5047 3.0007  0.6474
H 1.3406 0.7710 0.7881  0.0181
C 3.2617 0.9642 -0.0432  -0.0855
C 3.6019 -0.2296 3.9422  -0.0198
H 3.7198 -4.4974 -2.6922  0.0947
C -1.2561 2.7576 5.0093  0.0206
H 5.2101 0.9247 -0.9164  0.1035
H -2.6468 6.0450 -4.2214  0.0549
H 0.6591 2.9996 0.6034  0.0598
H -2.7565 2.7800 -2.8879  0.0942
C 3.8272 -3.4922 -2.3029  -0.0882
C -1.8138 1.8750 -1.2504  -0.1684
H 0.4351 4.9266 -0.8978  0.0739
C 5.0419 -2.8002 -2.4812  -0.1036
C -2.8967 -0.0362 1.3965  -0.6482
C 0.8623 -2.1042 1.9238  -0.6372
C 0.3637 -1.4467 -5.1192  -0.0998
C -1.2101 4.0917 -2.0362  -0.2640
H -2.5728 -0.8059 -2.0164  0.0814
C 1.7812 -0.9668 -0.4228  -0.1867
C 0.2901 -0.4007 -2.9545  -0.0843
H -3.3326 -0.7446 0.6933  -0.0288
C 2.7856 -2.8981 -1.6466  -0.0432
O 0.2134 -0.9891 2.1897  -0.2335
N 0.2868 1.0225 4.3298  -0.0261
C -4.6356 -3.4136 -1.4164  -0.1130
Cl -2.9886 -0.8808 3.0151  0.4310
O 1.7885 -2.5157 2.5917  0.0663
S -0.4252 6.5889 -2.8883  0.5075
C -3.7611 -4.2007 -0.6887  -0.1029
C 0.4479 -0.3076 -4.3297  -0.0739
C -2.0782 2.8826 2.4286  -0.1081
H 4.2116 -0.2997 4.8440  0.0899
H -3.2699 4.6379 -3.5135  0.0647
C -0.2136 4.0700 -1.0135  -0.0445
H 3.6093 -1.1733 3.4002  0.0834
C 2.0477 0.2607 0.1264  -0.1447
C 2.8781 -1.5841 -1.1186  -0.1485
C -1.4027 5.2160 -2.8836  -0.8591
H 0.5028 -1.3781 -6.1910  0.0932
C -2.0005 -2.5175 -0.8571  -0.3138
C -2.9062 -1.7566 -1.6098  -0.1408
H -2.4264 0.9831 -1.3129  0.0837
H -3.5757 0.8135 1.4941  -0.0154
N -0.8728 1.8770 -0.2677  -0.1169
H -4.8588 -1.5517 -2.4669  0.0968
H 0.0229 -3.5658 -5.1346  0.0955
H 0.3820 0.4881 -2.3417  0.0975
H -3.3803 4.4661 3.0249  0.1114
C 5.1771 -1.5355 -1.9843  -0.0533
H -1.8246 -4.4223 0.1447  0.0839
N -2.4512 5.1552 -3.7911  0.0214

Forces on the atoms, in the same order (eV/Å):
Ti -0.351 -0.594 -0.394
C 0.119 0.008 -0.082
C -0.046 0.158 -0.028
C 0.036 0.014 -0.022
H -0.012 0.006 0.002
C -0.013 0.013 0.010
H -0.021 0.005 -0.010
H -0.005 0.004 -0.004
H -0.001 -0.004 0.005
C -0.030 0.083 0.059
C 0.053 0.071 0.031
C 0.019 0.065 0.075
P 0.243 0.252 0.046
H 0.002 0.002 -0.001
C -0.028 -0.080 0.101
H 0.037 -0.001 -0.001
H -0.004 -0.002 0.000
H 0.002 -0.002 -0.001
N 0.027 0.114 0.172
C -0.013 -0.073 -0.072
C -0.026 0.056 -0.056
H 0.012 -0.014 -0.009
C -0.022 -0.014 0.003
H 0.004 0.011 0.007
H -0.017 0.007 0.005
H 0.041 0.028 0.014
H 0.000 0.021 0.020
C -0.043 0.058 -0.086
C 0.008 -0.024 -0.087
C -0.225 0.088 -0.057
N -0.047 -0.017 0.008
C -0.045 -0.065 -0.010
C -0.036 -0.017 0.016
H 0.000 -0.012 -0.017
H -0.022 -0.035 -0.020
H 0.015 -0.017 -0.007
S 0.037 0.089 0.053
H 0.121 0.101 -0.173
C 0.086 0.012 0.042
C 0.018 -0.033 0.036
H -0.010 -0.005 0.004
C 0.029 -0.033 0.095
H 0.000 0.010 0.005
H 0.008 -0.021 0.019
H -0.009 -0.014 -0.013
H -0.030 -0.018 -0.019
C -0.031 -0.019 0.009
C -0.035 -0.009 0.012
H -0.001 -0.008 0.001
C 0.015 0.053 0.014
C 0.088 0.067 -0.053
C 0.132 -0.307 0.007
C -0.010 -0.007 0.014
C -0.024 -0.037 -0.008
H -0.021 -0.082 -0.012
C -0.139 0.029 -0.137
C 0.018 -0.055 0.047
H 0.023 0.036 0.010
C -0.002 -0.022 0.001
O -0.021 0.304 0.052
N -0.038 -0.088 -0.014
C 0.015 -0.010 0.029
Cl 0.029 0.030 0.118
O -0.028 0.095 0.050
S -0.030 -0.042 0.008
C 0.012 -0.005 0.003
C -0.004 -0.016 0.016
C -0.060 -0.108 -0.047
H -0.005 0.005 -0.007
H -0.030 -0.013 0.007
C -0.070 0.051 -0.043
H -0.015 -0.003 -0.010
C 0.023 -0.109 0.000
C 0.097 0.105 -0.008
C 0.077 0.064 0.000
H 0.001 -0.001 -0.002
C -0.070 -0.024 0.083
C 0.082 -0.071 -0.052
H 0.037 0.082 0.028
H 0.013 0.016 -0.043
N 0.029 -0.045 0.282
H -0.002 0.009 -0.001
H -0.002 -0.006 0.002
H 0.039 0.010 0.011
H 0.007 -0.006 -0.029
C -0.009 -0.025 -0.016
H 0.035 -0.015 0.019
N 0.014 -0.002 -0.002

Computed properties:
E_HOMO (alpha / beta)	-3.23 / -4.81	eV
charge	-1
LUMO level (alpha / beta)	2.08 / 1.90	eV
spin multiplicity	3
relative energy (zero: lowest compared OMol25 entry of this formula, charge and spin)	173.6	kJ/mol


No. 3
DFT (ωB97M-V/def2-TZVPD) results for the molecule C4H5NO.

Each line ends with the Löwdin charge.
CARTESIAN COORDINATES (ANGSTROEM)
H 1.1162 1.7491 -0.0334  0.0876
H -0.4605 -1.6289 0.3329  0.0534
O 0.2834 -1.5460 -0.2715  -0.0840
H -1.1252 2.0494 -0.1404  0.0804
C -0.8133 1.0472 -0.1489  -0.0671
C 1.2242 -0.5113 0.0551  -0.2063
C 0.5443 0.8652 -0.0486  -0.0231
N -2.6017 -0.8185 0.0443  0.1570
H 1.9596 -0.5604 -0.7099  0.1060
H 1.6941 -0.6461 1.0406  0.1242
C -1.8212 0.0003 -0.1202  -0.2280

Forces on the atoms, in the same order (eV/Å):
H 0.839 0.846 0.086
H 0.264 0.194 0.249
O 1.202 0.030 -0.086
H -0.803 1.033 -0.198
C 2.411 -1.406 0.250
C -2.346 0.432 0.171
C -2.679 -1.815 0.105
N -0.794 -0.513 -0.034
H 0.861 -0.151 -0.544
H -0.099 0.058 -0.190
C 1.144 1.292 0.189

Computed properties:
E_HOMO	-10.30	eV
LUMO level	0.43	eV
structure (SMILES)	N#C/C=C\CO
relative energy (zero: lowest compared OMol25 entry of this formula, charge and spin)	144.2	kJ/mol


Total energy / a.u.: -739.70612; -4417.63123; -285.35965